No. 1
This record from the Open Molecules 2025 dataset describes 2 unconnected molecules or ions with the total composition C2H4I2 at a distorted geometry. The level of theory is the ωB97M-V functional and the def2-TZVPD basis.

Last column: Löwdin charge in e.
Geometry (Å):
I1 -2.45076 1.05113 -0.33217  0.61
H1 2.17606 -1.14100 0.91109  -0.02
C1 1.56503 -0.52720 0.34979  -0.65
H2 -0.04309 0.20067 -0.67456  -0.08
H3 -0.40783 -1.26198 0.04848  -0.01
I2 2.79091 1.11857 -0.09156  0.76
H4 -3.97512 1.19406 -0.09978  -0.38
C2 0.34479 -0.63426 -0.11130  -0.21

Calculated values
HOMO energy in Ha: -0.340
ΔE to the lowest compared entry with this formula, charge and spin in kcal per mole: 36.0
Multiplicity: 1
SMILES: C=CI.I
HOMO-LUMO gap in eV: 9.7298

***

No. 2
This record from the Open Molecules 2025 dataset describes a molecular structure, C2H4I2O at a distorted geometry. The level of theory is the ωB97M-V functional and the def2-TZVPD basis.

Last column: Löwdin charge in e.
Geometry (Å):
C1 -0.85285 -0.21714 -0.68015  -0.14
H1 -0.56922 -0.42503 -1.75993  0.05
H2 -0.14866 -0.35919 1.92176  0.09
O1 0.38456 0.34365 1.57050  -0.22
I1 1.99720 -1.23814 -0.32709  0.79
H3 -1.08046 -1.10363 -0.11327  0.02
C2 0.65894 0.29107 0.25833  -1.47
H4 -1.72534 0.47811 -0.62921  0.06
I2 1.33583 2.23031 -0.24095  0.81

Calculated values
HOMO energy in Ha: -0.341
ΔE to the lowest compared entry with this formula, charge and spin in kcal per mole: 24.6
Multiplicity: 1
HOMO-LUMO gap in eV: 9.2865

***

No. 3
This record from the Open Molecules 2025 dataset describes 2 unconnected molecules or ions with the total composition C2H4IN at a distorted geometry. The level of theory is the ωB97M-V functional and the def2-TZVPD basis.

Last column: Löwdin spin population.
Geometry (Å):
H1 -0.54615 0.84778 -1.49842  0.03
N1 0.59841 -1.32439 -0.34365  0.31
C1 -0.03241 -0.34864 0.19856  0.08
I1 -3.44061 -0.07317 -0.03434  0.96
H2 0.88718 -2.12755 0.15036  0.01
H3 -0.38154 -0.21662 1.25111  0.00
C2 -0.46519 0.85979 -0.46415  0.57
H4 -0.88323 1.65526 0.06289  0.03

Calculated values
HOMO energy (alpha / beta) in Ha: -0.319 / -0.360
ΔE to the lowest compared entry with this formula, charge and spin in kcal per mole: 0.0
Multiplicity: 3
Expectation value of S²: 2.029
HOMO-LUMO gap (alpha / beta) in eV: 9.5548 / 6.4007

***

No. 4
This record from the Open Molecules 2025 dataset describes 2 unconnected molecules or ions with the total composition C2H4INO2 at a distorted geometry. The level of theory is the ωB97M-V functional and the def2-TZVPD basis.

Last column: Löwdin charge in e.
Geometry (Å):
H1 -1.02247 -0.94259 -0.56726  0.06
I1 4.28386 -0.30109 -0.25815  0.09
H2 -2.62228 1.34026 0.16151  0.15
N1 -0.74975 1.37994 0.25886  0.08
O1 1.42555 0.99810 0.02961  -0.03
H3 -0.32790 -1.41475 1.00341  0.13
C1 0.29487 0.53525 0.04220  -0.51
H4 0.66011 -1.54362 -0.38087  0.03
O2 -1.85373 0.89741 -0.26378  -0.01
C2 -0.08825 -0.94889 -0.02553  0.01

Calculated values
HOMO energy (alpha / beta) in Ha: -0.358 / -0.345
ΔE to the lowest compared entry with this formula, charge and spin in kcal per mole: 78.8
Multiplicity: 1
HOMO-LUMO gap (alpha / beta) in eV: 8.2656 / 6.9233

***

No. 5
This record from the Open Molecules 2025 dataset describes a single C2H4INO3S molecule at a distorted geometry. The level of theory is the ωB97M-V functional and the def2-TZVPD basis.

Last column: Löwdin charge in e.
Geometry (Å):
O1 -1.06867 0.05957 1.97655  -0.27
H1 0.92958 1.72990 1.34428  0.04
C1 1.58080 -0.93167 -0.38512  -1.06
C2 -1.66951 0.30725 -0.60457  -0.08
H2 -2.08861 -0.59502 -0.93634  0.07
O2 2.03397 -0.12163 -1.14502  0.01
N1 0.64250 1.31689 0.49535  -0.15
I1 2.77304 -2.68468 0.04602  0.81
H3 -0.82429 0.64314 -1.23395  0.07
H4 -2.33599 1.08897 -0.48999  0.05
S1 -0.45301 0.32604 0.72624  0.75
O3 0.48019 -1.13876 0.20655  -0.24

Calculated values
HOMO energy in Ha: -0.345
ΔE to the lowest compared entry with this formula, charge and spin in kcal per mole: 30.1
Multiplicity: 1
SMILES: C[S@@](=N)(=O)OC(=O)I
HOMO-LUMO gap in eV: 9.5363

***

No. 6
This record from the Open Molecules 2025 dataset describes a single C2H4INS molecule at a distorted geometry. The level of theory is the ωB97M-V functional and the def2-TZVPD basis.

Last column: Löwdin charge in e.
Geometry (Å):
C1 -0.19932 0.50862 -0.28672  -0.40
H1 1.10380 -1.05343 0.26825  0.03
H2 -0.05400 1.41224 0.34046  0.08
I1 4.32826 -0.10670 -0.06085  0.40
H3 1.39183 -0.57586 -1.24973  0.09
H4 -2.01182 0.89842 -0.78162  0.09
S1 2.26011 0.96739 0.37110  0.23
C2 1.06379 -0.20015 -0.26153  -0.62
N1 -1.26639 0.11950 -0.78900  0.10

Calculated values
HOMO energy in Ha: -0.327
ΔE to the lowest compared entry with this formula, charge and spin in kcal per mole: 12.5
Multiplicity: 1
SMILES: [H]/N=C/CSI
HOMO-LUMO gap in eV: 8.3194

***

No. 7
This record from the Open Molecules 2025 dataset describes 3 unconnected molecules or ions with the total composition C2H4IO2S at a distorted geometry. The level of theory is the ωB97M-V functional and the def2-TZVPD basis.

Last column: Löwdin charge in e.
Geometry (Å):
H1 0.87769 -0.39709 -1.31022  0.01
S1 1.20783 2.81974 1.73724  0.90
H2 1.51347 -2.64650 -1.20354  0.02
C1 0.46236 -0.95685 -0.57544  -0.09
C2 0.73068 -2.22895 -0.63745  -0.11
O1 0.28718 2.61836 0.64882  -0.44
O2 2.52685 3.49388 1.53179  -0.47
H3 0.32371 -3.01150 0.17221  0.09
H4 -0.09070 -0.59524 0.34007  0.08
I1 -7.83907 0.90416 -0.70347  -1.00

Calculated values
HOMO energy in Ha: -0.116
ΔE to the lowest compared entry with this formula, charge and spin in kcal per mole: 4.8
Multiplicity: 1
Total charge: -1
HOMO-LUMO gap in eV: 3.1851

***

No. 8
This record from the Open Molecules 2025 dataset describes a molecular structure, C2H4LaLiO at a distorted geometry. The level of theory is the ωB97M-V functional and the def2-TZVPD basis.

Last column: Löwdin spin population.
Geometry (Å):
H1 -0.19194 1.58174 -0.54891  -0.01
La1 3.61696 -0.02031 0.45770  1.68
H2 -0.95069 -0.79797 1.20623  -0.03
C1 -0.43555 -0.35812 0.33923  -0.54
Li1 1.36540 -2.69908 -0.49363  0.16
C2 -0.97537 0.86291 -0.26438  -0.09
H3 -1.60741 0.71355 -1.28558  -0.04
O1 0.86050 -0.67367 0.18586  -0.12
H4 -1.68190 1.39094 0.40348  -0.01

Calculated values
HOMO energy (alpha / beta) in Ha: -0.360 / -0.329
ΔE to the lowest compared entry with this formula, charge and spin in kcal per mole: 0.0
Multiplicity: 2
Total charge: +1
Expectation value of S²: 1.736
HOMO-LUMO gap (alpha / beta) in eV: 5.6221 / 4.4674

***

No. 9
This record from the Open Molecules 2025 dataset describes a molecular structure, C2H4LiLuO at a distorted geometry. The level of theory is the ωB97M-V functional and the def2-TZVPD basis.

Last column: Löwdin spin population.
Geometry (Å):
Lu1 1.97970 -1.24926 -1.66153  0.12
H1 1.26449 0.92120 -0.20441  0.16
C1 -0.11169 1.03860 0.59524  0.03
H2 -0.70319 1.56675 -0.16871  0.01
H3 -0.36782 1.53653 1.53741  0.00
C2 -0.40628 -0.36415 0.57629  0.48
H4 -0.28129 -0.93808 1.50690  0.03
Li1 -1.40522 -1.38881 -1.73273  0.03
O1 0.03128 -1.12278 -0.44846  0.14

Calculated values
HOMO energy (alpha / beta) in Ha: -0.395 / -0.407
ΔE to the lowest compared entry with this formula, charge and spin in kcal per mole: 40.9
Multiplicity: 2
Total charge: +1
Expectation value of S²: 0.780
HOMO-LUMO gap (alpha / beta) in eV: 6.2789 / 6.4512

***

No. 10
This record from the Open Molecules 2025 dataset describes a single C2H4N2 molecule at a distorted geometry. The level of theory is the ωB97M-V functional and the def2-TZVPD basis.

Last column: Löwdin charge in e.
Geometry (Å):
C1 0.36386 -1.37334 -0.65829  -0.03
H1 -0.81069 1.28507 0.58654  0.10
H2 -1.51424 -0.44246 -0.68032  0.14
H3 -0.24773 -2.17038 -1.27195  0.03
N1 -0.01977 0.73805 0.42747  -0.10
N2 -0.52590 -0.46777 -0.34838  -0.14
H4 1.53627 1.55359 1.32430  -0.01
C2 1.21821 0.87725 0.62063  0.01

Calculated values
HOMO energy in Ha: -0.297
ΔE to the lowest compared entry with this formula, charge and spin in kcal per mole: 143.8
Multiplicity: 1
HOMO-LUMO gap in eV: 8.8682